This record from the OMol25 dataset describes a 5-piece molecular cluster, C20H30INO16 overall in a non-equilibrium geometry. The level of theory is ωB97M-V/def2-TZVPD.

Last column: Mulliken charge in e.
Cartesian coordinates (Å):
O: 2.796 -2.496 3.573  -0.577
C: 2.682 -2.671 2.227  0.458
O: 1.322 -3.007 1.747  -0.310
C: 4.014 -2.514 1.250  -0.094
C: 3.938 -3.478 -0.092  -0.547
O: 4.848 -3.107 -1.172  -0.280
C: 4.543 -1.831 -1.814  0.506
O: 5.463 -1.426 -2.739  -0.567
N: 3.412 -0.881 -1.578  -0.421
I: 3.988 0.985 -0.945  0.191
H: 1.351 -3.819 1.156  0.253
H: 4.926 -2.918 1.902  0.325
H: 4.280 -1.405 0.987  0.082
H: 2.817 -3.627 -0.477  0.274
H: 4.260 -4.561 0.288  0.343
H: 2.593 -1.275 -1.081  0.359
C: -2.869 -6.022 3.859  -1.436
C: -1.761 -6.456 2.922  0.488
C: -0.718 -5.405 2.691  -0.301
O: -0.216 -5.752 1.412  -0.272
C: -1.233 -6.390 0.758  0.591
O: -1.226 -6.665 -0.429  -0.562
O: -2.263 -6.675 1.613  -0.350
H: -3.676 -6.763 3.866  0.361
H: -2.496 -5.897 4.880  0.375
H: -3.317 -5.076 3.533  0.346
H: -1.318 -7.396 3.274  0.272
H: 0.077 -5.433 3.440  0.382
H: -1.124 -4.389 2.639  0.105
C: 2.842 3.891 -5.252  -1.467
C: 1.993 4.067 -4.010  0.549
C: 1.453 5.455 -3.838  -0.490
O: 1.280 5.540 -2.434  -0.322
C: 2.194 4.688 -1.879  0.632
O: 2.462 4.639 -0.692  -0.559
O: 2.772 3.899 -2.837  -0.291
H: 3.334 2.913 -5.244  0.364
H: 2.235 3.973 -6.159  0.385
H: 3.639 4.641 -5.297  0.353
H: 1.193 3.316 -3.992  0.244
H: 0.501 5.600 -4.355  0.314
H: 2.152 6.238 -4.149  0.306
C: -0.522 1.761 2.978  -1.683
C: -0.926 1.060 1.697  1.191
C: -1.334 -0.369 1.894  -0.486
O: -1.049 -0.942 0.629  -0.323
C: -0.036 -0.199 0.088  0.649
O: 0.593 -0.510 -0.908  -0.675
O: 0.180 0.939 0.817  -0.238
H: -0.087 2.741 2.756  0.373
H: -1.382 1.898 3.640  0.376
H: 0.246 1.194 3.515  0.427
H: -1.704 1.636 1.182  -0.384
H: -2.395 -0.472 2.134  0.397
H: -0.743 -0.893 2.652  0.293
C: -4.630 4.315 -2.349  -1.460
C: -4.575 4.109 -0.849  0.529
C: -3.191 4.195 -0.279  -0.507
O: -3.294 3.394 0.885  -0.269
C: -4.277 2.476 0.638  0.728
O: -4.512 1.509 1.340  -0.570
O: -4.960 2.788 -0.506  -0.341
H: -5.632 4.086 -2.729  0.356
H: -4.379 5.346 -2.615  0.376
H: -3.939 3.642 -2.868  0.351
H: -5.263 4.800 -0.348  0.243
H: -2.908 5.218 -0.020  0.335
H: -2.422 3.764 -0.928  0.298

The SMILES is C[C@@H]1COC(=O)O1.C[C@@H]1COC(=O)O1.C[C@@H]1COC(=O)O1.C[C@@H]1COC(=O)O1.O=C(O)CCOC(=O)NI. The calculation puts the gap between HOMO and LUMO at 8.6 eV. The lowest unoccupied orbital energy comes out at -0.399 eV.

=====

This record from the OMol25 dataset describes a 10-piece molecular cluster, C20H30N10 overall in a non-equilibrium geometry. The level of theory is ωB97M-V/def2-TZVPD.

Last column: Mulliken charge in e.
Cartesian coordinates (Å):
C: 4.672 2.199 -4.332  -1.212
C: 3.852 1.371 -3.471  0.427
N: 3.157 0.740 -2.769  -0.328
H: 5.732 2.084 -4.108  0.347
H: 4.517 3.264 -4.161  0.326
H: 4.598 2.013 -5.404  0.349
C: -3.512 -2.487 -0.081  -0.164
C: -4.492 -2.903 -1.104  0.192
N: -5.285 -3.252 -1.887  -0.424
H: -3.994 -1.665 0.448  -0.054
H: -2.568 -2.104 -0.469  -0.172
H: -3.230 -3.306 0.581  0.470
C: 0.213 1.802 5.875  -1.349
C: 0.771 1.528 4.544  0.331
N: 1.201 1.351 3.480  -0.263
H: 1.089 1.946 6.507  0.344
H: -0.289 0.876 6.157  0.403
H: -0.490 2.632 5.946  0.360
C: 0.076 2.370 -3.771  -0.542
C: 0.014 2.963 -2.443  0.265
N: -0.006 3.414 -1.364  -0.460
H: 0.591 2.937 -4.547  0.401
H: -0.922 2.033 -4.052  0.086
H: 0.623 1.440 -3.616  0.125
C: 0.672 0.373 -0.005  -0.250
C: -0.748 0.312 -0.392  -0.065
N: -1.845 0.326 -0.698  0.062
H: 1.085 1.379 0.060  0.458
H: 1.214 -0.183 -0.770  0.169
H: 0.905 -0.138 0.929  -0.197
C: 0.909 -2.352 3.275  -0.689
C: 2.343 -2.373 2.999  0.221
N: 3.512 -2.332 2.849  -0.466
H: 0.665 -3.004 4.113  0.912
H: 0.347 -2.623 2.381  -0.205
H: 0.768 -1.277 3.393  -0.128
C: -3.728 0.632 -3.612  -0.590
C: -2.822 -0.214 -4.436  0.313
N: -2.064 -0.827 -5.024  -0.452
H: -4.441 0.046 -3.033  0.243
H: -4.278 1.235 -4.335  0.434
H: -3.113 1.332 -3.046  0.012
C: -4.056 2.340 0.628  -0.426
C: -4.681 1.467 1.593  0.217
N: -5.169 0.775 2.367  -0.391
H: -3.101 2.714 0.997  0.228
H: -4.713 3.178 0.396  0.412
H: -3.938 1.997 -0.400  -0.144
C: 0.626 -5.420 0.321  -1.440
C: 0.566 -3.991 -0.027  0.475
N: 0.574 -2.856 -0.278  -0.370
H: 0.783 -5.534 1.393  0.357
H: 1.461 -5.912 -0.178  0.372
H: -0.357 -5.883 0.228  0.450
C: 4.139 0.996 1.658  -0.194
C: 4.958 0.832 2.872  0.096
N: 5.563 0.700 3.817  -0.393
H: 4.271 1.963 1.174  0.422
H: 3.078 0.892 1.881  -0.210
H: 4.301 0.181 0.951  0.301

As for the total charge: -1. As for the multiplicity: 2. The energy above the lowest of the compared OMol25 structures with the same formula, charge and spin is 0.6 kcal/mol. The calculation puts the gap between HOMO and LUMO (alpha / beta) at 1.5 / 10.9 eV. The lowest unoccupied orbital energy (alpha / beta) comes out at 2.091 / 2.098 eV.

=====

This record from the OMol25 dataset describes C20H30N2O8Sr as an isolated structure in a non-equilibrium geometry. The level of theory is ωB97M-V/def2-TZVPD.

Last column: Mulliken charge in e.
Cartesian coordinates (Å):
Sr: 0.538 -1.620 -0.116  1.496
C: -1.270 0.158 3.169  -0.670
C: -1.996 -1.068 2.589  -0.341
O: -1.246 -1.841 1.793  -0.690
H: -0.920 0.841 2.393  -0.094
H: -0.448 -0.209 3.792  0.210
H: -1.931 0.695 3.869  0.409
H: -2.931 -0.687 2.075  -0.030
H: -2.448 -1.608 3.465  0.290
C: -0.551 -2.252 -4.410  -1.172
C: -1.372 -2.350 -3.120  0.083
O: -0.686 -2.911 -2.090  -0.826
H: -1.013 -1.541 -5.113  0.290
H: -0.481 -3.224 -4.921  0.403
H: 0.482 -1.976 -4.193  0.253
H: -2.316 -2.909 -3.328  0.240
H: -1.650 -1.300 -2.826  -0.150
C: 2.332 1.533 -2.634  -0.671
C: 1.972 0.036 -2.653  0.182
O: 2.362 -0.659 -1.561  -0.950
H: 1.748 2.068 -1.872  -0.333
H: 2.137 2.006 -3.609  0.513
H: 3.387 1.712 -2.393  0.297
H: 2.424 -0.385 -3.587  0.352
H: 0.867 -0.015 -2.837  -0.298
C: 1.541 -5.543 1.940  -1.306
C: 1.991 -4.126 1.530  0.336
O: 1.780 -3.876 0.216  -0.930
H: 1.551 -5.661 3.040  0.359
H: 2.239 -6.294 1.555  0.300
H: 0.536 -5.775 1.579  0.262
H: 3.095 -4.123 1.776  0.119
H: 1.539 -3.381 2.231  -0.014
C: 3.219 4.533 1.108  -0.482
C: 3.442 4.254 2.456  -0.464
C: 3.092 3.011 2.956  -0.601
C: 2.610 2.042 2.096  -0.550
C: 2.427 2.292 0.756  0.472
C: 2.697 3.564 0.267  -0.553
N: 2.217 0.725 2.616  0.698
O: 2.427 0.487 3.789  -0.635
O: 1.706 -0.029 1.819  -0.095
H: 3.541 5.497 0.728  0.362
H: 3.779 5.070 3.081  0.338
H: 3.252 2.759 3.997  0.446
H: 2.064 1.527 0.081  0.709
H: 2.531 3.727 -0.789  0.388
C: -5.372 0.861 -1.273  -0.411
C: -4.867 2.145 -1.420  -0.467
C: -3.533 2.378 -1.128  -0.553
C: -2.766 1.344 -0.639  0.175
C: -3.260 0.072 -0.446  -0.229
C: -4.585 -0.169 -0.768  -0.991
N: -1.429 1.631 -0.136  0.645
O: -0.603 0.767 -0.315  0.088
O: -1.260 2.661 0.483  -0.590
H: -6.401 0.606 -1.503  0.352
H: -5.521 2.979 -1.638  0.356
H: -3.113 3.367 -1.248  0.405
H: -2.573 -0.647 0.000  0.845
H: -4.986 -1.169 -0.679  0.424

As for the total charge: -2. The energy above the lowest of the compared OMol25 structures with the same formula, charge and spin is 0.0 kcal/mol. The calculation puts the gap between HOMO and LUMO at 4.7 eV. The lowest unoccupied orbital energy comes out at 3.939 eV.

=====

This record from the OMol25 dataset describes C20H30NO9P2SiTi as an isolated structure in a non-equilibrium geometry. The level of theory is ωB97M-V/def2-TZVPD.

Last column: Mulliken charge in e.
Cartesian coordinates (Å):
Ti: 0.173 -0.451 -0.593  -0.065
N: 0.823 -4.060 -1.557  -0.199
C: -0.026 -3.662 -0.351  0.804
C: -0.547 -4.897 0.358  -1.543
P: 1.191 -2.728 0.734  0.648
O: 2.408 -3.777 0.500  -0.611
O: 0.897 -2.544 2.149  -0.719
O: 1.601 -1.505 -0.146  -0.549
P: -1.424 -2.696 -1.158  0.559
O: -1.654 -3.784 -2.338  -0.596
O: -2.676 -2.370 -0.489  -0.678
O: -0.615 -1.545 -1.840  -0.278
H: 1.659 -4.561 -1.241  0.421
H: 1.121 -3.212 -2.054  0.137
H: 0.257 -4.614 -2.207  0.409
H: 0.267 -5.549 0.677  0.429
H: -1.230 -5.458 -0.281  0.413
H: -1.096 -4.588 1.246  0.374
H: 2.939 -3.869 1.307  0.383
H: -2.590 -3.822 -2.594  0.384
C: -1.983 -0.030 3.020  -0.731
O: -1.210 0.794 2.102  -0.350
C: -0.694 0.239 1.078  0.459
O: -0.873 -1.009 0.842  -0.380
H: -2.457 0.663 3.703  0.304
H: -1.312 -0.705 3.547  0.296
H: -2.719 -0.607 2.465  0.300
C: -0.739 3.643 -4.058  -1.909
C: -0.730 2.432 -3.119  2.090
C: -1.481 2.807 -1.831  -1.571
C: -1.450 1.263 -3.803  -1.569
Si: 1.052 1.918 -2.648  -1.315
O: 0.838 0.873 -1.363  2.184
C: 2.177 3.278 -2.028  0.601
C: 2.564 4.351 -2.833  -0.324
C: 3.470 5.294 -2.374  -0.770
C: 4.006 5.174 -1.100  -0.522
C: 3.631 4.116 -0.285  -0.735
C: 2.719 3.177 -0.743  -0.019
C: 1.983 0.852 -3.913  0.600
C: 2.504 -0.384 -3.509  -0.317
C: 3.292 -1.148 -4.359  -0.855
C: 3.571 -0.695 -5.639  -0.544
C: 3.067 0.525 -6.060  -0.690
C: 2.290 1.290 -5.202  -0.201
H: -1.768 3.921 -4.299  0.493
H: -0.224 3.426 -4.998  0.354
H: -0.257 4.506 -3.594  0.389
H: -2.509 3.088 -2.070  0.495
H: -1.008 3.652 -1.325  0.362
H: -1.514 1.972 -1.128  0.094
H: -2.466 1.561 -4.075  0.532
H: -1.522 0.403 -3.143  0.125
H: -0.934 0.954 -4.715  0.346
H: 2.152 4.446 -3.832  0.332
H: 3.759 6.119 -3.011  0.412
H: 4.721 5.905 -0.745  0.384
H: 4.052 4.023 0.708  0.433
H: 2.419 2.353 -0.108  0.267
H: 2.334 -0.722 -2.501  0.797
H: 3.719 -2.083 -4.013  0.419
H: 4.195 -1.284 -6.299  0.386
H: 3.292 0.886 -7.055  0.426
H: 1.915 2.250 -5.542  0.201

As for the total charge: +1. The energy above the lowest of the compared OMol25 structures with the same formula, charge and spin is 29.4 kcal/mol. The calculation puts the gap between HOMO and LUMO at 8.1 eV. The lowest unoccupied orbital energy comes out at -3.193 eV.

=====

This record from the OMol25 dataset describes C20H30O15 as an isolated structure in a non-equilibrium geometry. The level of theory is ωB97M-V/def2-TZVPD.

Last column: Mulliken charge in e.
Cartesian coordinates (Å):
C: 4.581 3.504 -1.520  -1.469
C: 3.636 2.741 -0.582  0.182
C: 3.340 3.670 0.610  -0.408
O: 1.920 3.758 0.469  -0.389
C: 1.379 2.848 -0.507  0.616
O: 0.160 2.656 -0.672  -0.521
O: 2.430 2.353 -1.189  -0.092
H: 4.352 3.266 -2.558  0.254
H: 5.591 3.222 -1.222  0.368
H: 4.377 4.567 -1.646  0.491
H: 4.078 1.771 -0.353  0.419
H: 3.758 4.662 0.437  0.376
H: 3.701 3.153 1.498  0.281
C: -6.276 -0.180 0.620  -1.397
C: -4.998 -1.071 0.911  0.529
C: -3.999 -0.504 1.908  -0.561
O: -3.569 -1.620 2.610  0.183
C: -4.586 -2.565 2.610  -0.018
O: -4.958 -3.380 3.435  -0.506
O: -5.444 -2.231 1.539  -0.427
H: -6.770 -0.408 -0.325  0.339
H: -5.933 0.851 0.536  0.360
H: -7.002 -0.347 1.416  0.381
H: -4.404 -1.307 0.028  0.337
H: -4.407 0.354 2.442  0.399
H: -3.130 -0.192 1.329  0.187
C: -0.604 0.188 -2.644  -1.283
C: -0.260 -0.568 -1.386  0.847
C: 0.675 0.064 -0.444  -0.270
O: 0.139 -0.349 0.828  -0.329
C: -1.116 -0.635 0.711  0.399
O: -1.920 -0.980 1.606  -0.682
O: -1.388 -0.795 -0.641  -0.397
H: -0.594 1.264 -2.475  0.310
H: -1.495 -0.257 -3.088  0.503
H: 0.088 0.011 -3.467  0.184
H: 0.078 -1.590 -1.559  0.284
H: 0.542 1.127 -0.646  -0.285
H: 1.756 -0.068 -0.487  0.412
C: 2.127 0.778 -2.661  -0.797
C: 2.605 -0.083 -3.817  -0.013
C: 3.882 0.527 -4.393  -0.272
O: 4.588 -0.482 -4.815  -0.334
C: 4.081 -1.568 -4.141  0.556
O: 4.371 -2.708 -4.323  -0.554
O: 3.222 -1.180 -3.271  -0.320
H: 1.498 1.570 -3.066  0.623
H: 3.017 1.161 -2.161  0.142
H: 1.402 0.268 -2.027  -0.066
H: 1.783 -0.411 -4.452  0.382
H: 4.326 1.149 -3.616  0.256
H: 3.602 1.227 -5.180  0.352
C: 0.216 -2.928 3.623  -1.772
C: -0.948 -2.115 3.259  1.141
C: -2.259 -2.583 3.889  0.417
O: -2.360 -1.487 4.853  -0.408
C: -1.656 -0.426 4.486  0.799
O: -1.809 0.671 4.846  -0.598
O: -0.648 -0.813 3.751  -0.393
H: 0.520 -3.038 4.665  0.388
H: 1.071 -2.518 3.085  0.308
H: 0.018 -3.984 3.438  0.381
H: -1.086 -1.985 2.185  0.011
H: -2.188 -3.475 4.512  0.499
H: -3.102 -2.553 3.199  -0.336

The energy above the lowest of the compared OMol25 structures with the same formula, charge and spin is 331.4 kcal/mol. The calculation puts the gap between HOMO and LUMO at 8.8 eV. The lowest unoccupied orbital energy comes out at -0.066 eV.

=====

This record from the OMol25 dataset describes one molecule with the formula C20H30O5. The level of theory is ωB97M-V/def2-TZVPD.

Last column: Mulliken charge in e.
Cartesian coordinates (Å):
C: 1.316 2.538 -1.526  -1.332
C: 0.771 1.199 -1.050  -0.085
H: 1.430 0.376 -1.332  0.286
H: -0.232 1.026 -1.455  0.327
O: 0.707 1.146 0.375  -0.071
C: -0.364 1.675 0.957  0.024
O: -1.294 2.160 0.369  -0.612
C: -0.244 1.595 2.474  1.375
C: -1.611 1.490 3.149  -1.103
C: -2.420 0.277 2.694  -0.551
C: -1.815 -1.066 3.115  -0.828
O: -0.566 -1.362 2.527  -0.542
C: -0.493 -1.717 1.211  0.712
C: 0.796 -1.918 0.719  -0.497
C: 0.995 -2.279 -0.597  -0.639
C: -0.076 -2.447 -1.468  0.781
C: -1.355 -2.257 -0.965  -0.514
C: -1.572 -1.901 0.355  -0.858
H: -2.587 -1.773 0.698  0.397
H: -2.212 -2.386 -1.609  0.275
C: 0.155 -2.827 -2.910  0.081
C: -0.339 -1.714 -3.838  -1.456
H: 0.129 -0.769 -3.569  0.254
H: -0.091 -1.936 -4.872  0.496
H: -1.417 -1.597 -3.758  0.270
C: -0.513 -4.176 -3.220  -0.473
C: -0.059 -4.778 -4.545  -1.355
H: -0.352 -4.151 -5.383  0.315
H: -0.508 -5.759 -4.684  0.405
H: 1.023 -4.892 -4.561  0.330
H: -0.271 -4.871 -2.413  0.395
H: -1.597 -4.051 -3.233  0.255
H: 1.234 -2.944 -3.061  0.494
H: 2.003 -2.431 -0.955  0.293
H: 1.629 -1.781 1.390  0.378
H: -2.529 -1.876 2.914  0.377
H: -1.608 -1.053 4.189  0.443
H: -2.532 0.315 1.610  0.267
H: -3.416 0.338 3.136  0.480
H: -2.174 2.394 2.911  0.322
H: -1.465 1.461 4.230  0.472
C: 0.469 2.869 2.913  -0.239
O: -0.015 3.719 3.608  -0.623
O: 1.707 2.908 2.419  -0.272
C: 2.481 4.078 2.698  -0.310
C: 2.144 5.208 1.736  -1.025
H: 2.781 6.063 1.940  0.412
H: 2.297 4.887 0.708  0.189
H: 1.105 5.504 1.862  0.315
H: 2.292 4.390 3.730  0.345
H: 3.520 3.761 2.588  0.331
H: 0.402 0.746 2.709  0.262
H: 0.635 3.338 -1.242  0.332
H: 1.417 2.530 -2.607  0.448
H: 2.289 2.723 -1.077  0.246

The SMILES is CCOC(=O)C(CCCOc1ccc([C@H](C)CC)cc1)C(=O)OCC. The energy above the lowest of the compared OMol25 structures with the same formula, charge and spin is 1.1 kcal/mol. The calculation puts the gap between HOMO and LUMO at 9.1 eV. The lowest unoccupied orbital energy comes out at 0.816 eV.